Entry from the Open Molecules 2025 dataset: C12H24N3 as an isolated structure (wB97M-V/def2-TZVPD).

The geometry in ORCA input format:
```
! RIJCOSX wB97M-V def2-TZVPD def2/J DEFGRID3
* xyz 1 1
C 0.5782 0.1566 -3.7561
N 0.8061 -0.9469 -2.8072
C 0.7309 -2.2782 -3.4769
C 1.6592 -0.8002 -1.6820
H -0.0158 -0.2097 -4.6114
H 0.0160 0.9909 -3.2823
H 1.5301 0.5274 -4.1708
H 0.0946 -2.2004 -4.3774
H 1.7490 -2.6027 -3.7877
H 0.2975 -3.0475 -2.8049
H 1.7230 -1.7412 -1.0777
H 2.6101 -0.2102 -1.8391
C -3.0309 -0.3039 1.3294
C -2.0937 -0.6081 0.1759
C -0.7657 -1.2263 0.6108
C 0.2443 -0.0988 0.8241
N 1.2123 0.1091 -0.0658
C 2.3353 0.9261 0.4130
C 1.8046 2.1020 1.1939
C 0.9671 1.6529 2.3567
N 0.0217 0.6614 1.9200
C -1.0965 0.4191 2.8545
C -2.5156 0.7438 2.2874
H -3.9861 0.0403 0.9283
H -3.1973 -1.2255 1.8934
H -2.6223 -1.3156 -0.4735
H -1.9132 0.2963 -0.4262
H -0.8789 -1.8691 1.5044
H -0.3867 -1.8646 -0.2009
H 3.0179 0.3797 1.1030
H 2.9280 1.3204 -0.4210
H 2.6568 2.7281 1.4904
H 1.1600 2.7121 0.5577
H 1.5896 1.2400 3.1578
H 0.4568 2.5171 2.7931
H -1.0630 -0.6192 3.2056
H -0.9280 1.0532 3.7407
H -2.4314 1.7350 1.8200
H -3.2643 0.8567 3.1009
*
```

## Properties
Strongest force on any atom: 1.55 eV Å⁻¹
Kohn-Sham gap: 10.1754 eV
E_LUMO: -2.350 eV
Electronic energy: -635.63501 hartree
ΔE to the lowest compared entry with this formula, charge and spin: 1.655 eV